Below is 2 unconnected molecules or ions with the total composition C9H14, with properties calculated with ωB97M-V/def2-TZVPD.

```
! RIJCOSX wB97M-V def2-TZVPD def2/J DEFGRID3
* xyz 0 1
C -0.710 1.536 0.102
C 0.039 0.275 2.465
C -1.294 0.369 2.126
C 0.405 -2.589 -1.018
C 0.686 1.605 0.510
C 1.644 -2.405 -1.961
C -1.684 1.049 0.980
C -1.300 2.257 -1.189
C 1.021 0.911 1.760
H -0.132 -3.599 -0.839
H 2.076 -1.338 -1.718
H 0.722 -2.287 -0.041
H -0.991 3.276 -1.206
H -2.369 2.126 -1.416
H 1.368 2.091 -0.008
H 0.398 -0.337 3.305
H -0.704 1.824 -2.024
H 2.326 -3.062 -1.731
H -1.871 0.017 3.065
H 1.479 -2.295 -3.018
H -2.759 1.290 0.911
H 2.000 1.139 2.281
H -0.351 -1.854 -1.335
*
```

The calculation puts the HOMO energy at -9.029 eV. Its energy above the lowest of the compared OMol25 structures with the same formula, charge and spin is 209.6 kJ/mol. The value obtained for the frontier orbital gap is 10.008 eV.

***

Below is 13 unconnected molecules or ions with the total composition C39H103NO37S12, with properties calculated with ωB97M-V/def2-TZVPD.

```
! RIJCOSX wB97M-V def2-TZVPD def2/J DEFGRID3
* xyz 0 1
S 4.775 -25.113 -12.620
S 4.151 -29.693 -1.565
S 6.097 -32.197 -5.373
S 8.108 -22.706 -8.717
S 2.227 -20.598 -10.643
S 4.679 -27.059 -6.616
S -0.987 -24.943 -9.015
S 1.344 -25.316 -2.438
S -3.344 -20.504 -10.432
S 2.785 -22.009 -5.810
S 5.821 -29.415 -10.139
S 1.286 -33.059 -6.783
O 2.755 -21.178 -4.670
O -2.296 -24.277 -8.806
O 7.357 -21.367 -9.149
O 2.338 -19.666 -11.917
O 5.500 -24.466 -11.602
O 3.977 -22.988 -5.594
O 6.543 -33.135 -6.407
O -0.050 -25.724 -2.225
O 3.390 -29.591 -2.735
O 4.717 -26.410 -5.366
O -1.215 -26.415 -9.489
O 4.465 -29.068 -9.731
O 7.322 -31.835 -4.473
O 1.514 -23.808 -1.995
O 5.801 -30.655 -11.153
O 6.678 -28.479 -10.849
O 5.532 -30.948 -5.795
O 1.584 -19.869 -9.593
O -4.103 -19.322 -10.729
O 9.474 -22.382 -8.743
O -0.058 -32.708 -7.077
O 5.941 -27.413 -7.161
O 7.421 -23.082 -7.508
O 3.571 -21.103 -10.385
O 0.381 -27.783 -5.608
O 1.671 -22.873 -6.087
O 4.570 -30.977 -1.109
O 4.131 -24.337 -13.634
O 1.740 -33.399 -5.474
O 3.792 -26.343 -7.650
O -2.308 -20.868 -11.351
O 1.734 -34.196 -7.814
O 2.412 -26.088 -1.823
O 3.729 -26.082 -11.834
O -2.704 -20.202 -8.993
O 5.457 -28.893 -1.708
O -0.052 -24.402 -9.980
N 0.041 -29.746 -6.646
C 2.475 -31.765 -7.259
C 3.670 -28.495 -6.426
C 4.500 -31.439 -11.195
C 7.578 -20.700 -10.401
C 8.755 -30.373 -3.370
C 5.506 -27.527 -2.375
C 1.223 -21.934 -11.138
C 0.216 -28.988 -5.460
C -2.122 -21.455 -6.911
C 0.140 -29.609 -4.127
C 1.731 -25.144 -4.157
C 1.076 -21.463 -1.954
C 6.766 -19.465 -10.387
C 5.279 -22.514 -4.983
C -1.672 -20.989 -8.395
C -2.732 -25.966 -11.449
C 1.092 -19.049 -12.439
C 3.190 -21.159 -7.224
C 4.412 -25.282 -8.511
C 7.777 -23.917 -9.869
C 6.782 -29.956 -8.798
C 0.864 -17.609 -11.995
C 3.249 -28.898 -0.254
C 2.531 -26.479 -12.586
C 4.247 -31.886 -12.604
C 0.695 -35.269 -8.035
C 5.258 -22.609 -3.434
C -0.391 -25.293 -7.430
C 3.250 -24.523 -9.078
C 7.358 -30.930 -3.345
C 4.919 -32.949 -4.154
C 2.182 -27.978 -12.285
C 5.849 -26.312 -13.325
C 6.666 -27.554 -3.282
C -0.132 -29.071 -7.929
C -4.369 -21.859 -10.000
C -1.557 -26.735 -10.898
C 0.467 -22.769 -2.168
C 1.358 -36.369 -8.859
H 2.392 -31.056 -6.397
H 7.695 -30.421 -9.166
H -1.057 -28.456 -8.032
H -4.970 -21.971 -10.831
H 4.710 -32.238 -10.521
H 0.871 -37.317 -8.664
H 4.152 -20.563 -7.074
H 3.326 -32.497 -12.639
H 3.232 -21.899 -8.053
H 1.807 -21.109 -2.678
H 0.688 -28.345 -8.039
H 8.383 -24.785 -9.591
H 1.450 -22.815 -10.581
H 5.065 -32.465 -13.100
H 6.598 -25.750 -13.901
H 6.826 -28.979 -8.260
H 1.674 -28.188 -11.327
H -2.901 -22.256 -6.950
H 2.403 -20.400 -7.428
H -1.187 -21.772 -6.412
H -0.052 -29.769 -8.743
H 2.757 -26.483 -13.662
H 8.959 -29.839 -4.274
H 2.758 -24.807 -4.225
H 5.264 -26.819 -14.078
H 2.114 -31.305 -8.207
H -1.805 -27.817 -10.736
H -0.407 -24.288 -7.056
H -1.415 -21.842 -9.000
H 7.148 -18.934 -11.235
H 2.681 -25.268 -9.613
H 0.266 -20.727 -1.963
H 0.629 -25.639 -7.521
H 2.353 -36.460 -8.434
H 1.405 -36.259 -9.925
H 5.673 -26.803 -1.536
H 4.480 -27.349 -2.843
H 6.646 -30.123 -3.571
H -0.036 -22.808 -3.123
H 4.013 -30.997 -13.202
H 1.382 -22.165 -12.194
H -1.086 -25.896 -6.930
H -0.175 -17.407 -12.340
H 2.779 -27.974 -0.626
H -0.267 -34.848 -8.417
H 1.043 -30.091 -3.886
H 0.310 -19.677 -12.105
H 1.001 -17.446 -10.935
H 1.827 -25.671 -12.299
H 0.163 -21.667 -11.039
H 5.536 -21.502 -5.335
H 1.577 -21.474 -0.957
H -0.626 -26.703 -11.501
H 5.167 -24.798 -7.835
H 3.849 -28.780 0.614
H -0.277 -30.698 -6.484
H 5.018 -25.661 -9.325
H 7.108 -31.490 -2.408
H 4.475 -22.101 -2.935
H -0.576 -30.377 -4.169
H 8.241 -23.466 -10.759
H 5.371 -33.869 -3.706
H 8.591 -20.430 -10.491
H -2.420 -20.540 -6.353
H 7.548 -27.963 -2.760
H 6.759 -24.236 -9.901
H -2.841 -26.388 -12.452
H 7.289 -21.320 -11.204
H 9.026 -29.747 -2.528
H 0.573 -35.735 -7.049
H 2.752 -28.218 -5.963
H 3.782 -30.771 -10.831
H -0.785 -20.339 -8.163
H -2.427 -24.923 -11.479
H 3.555 -29.055 -7.337
H 1.577 -26.113 -4.664
H -4.941 -21.705 -9.073
H 6.082 -30.672 -8.290
H 5.453 -23.678 -3.242
H -3.662 -26.159 -10.872
H 3.978 -33.115 -4.772
H 6.697 -26.619 -3.869
H 1.093 -24.383 -4.597
H -3.840 -22.774 -9.963
H 6.225 -22.171 -3.048
H 4.768 -32.176 -3.424
H 1.126 -19.164 -13.577
H 1.571 -28.406 -13.138
H 3.128 -28.601 -12.302
H 3.676 -23.753 -9.665
H 6.524 -28.385 -4.004
H 6.020 -23.202 -5.391
H 6.265 -26.914 -12.543
H 6.881 -18.934 -9.475
H -0.346 -22.965 -1.455
H 3.407 -32.295 -7.325
H 5.669 -19.611 -10.493
H -0.224 -28.893 -3.426
H 4.215 -29.099 -5.629
H 9.468 -31.186 -3.300
H 2.611 -24.139 -8.255
H 2.491 -29.649 -0.006
H 1.546 -17.025 -12.578
*
```

The calculation puts the HOMO energy at -9.714 eV. The value obtained for the frontier orbital gap is 9.710 eV.

***

Below is a molecular structure, C30H38B2F4N7Sn, with properties calculated with ωB97M-V/def2-TZVPD.

```
! RIJCOSX wB97M-V def2-TZVPD def2/J DEFGRID3
* xyz 1 1
Sn -0.093 0.596 -0.258
F -3.757 0.899 1.995
F -3.561 0.306 -0.222
F -4.014 2.497 0.353
F -1.925 1.599 0.767
N 0.677 2.631 -0.087
N 2.212 0.224 -0.109
N 0.252 0.342 1.975
N -2.128 -2.170 -0.528
N 1.492 2.955 0.952
N 1.240 1.043 2.581
N 2.957 0.927 0.777
C -1.930 3.287 -1.808
C -1.715 -4.489 0.047
C -0.485 5.181 -2.589
C -0.458 -0.263 2.938
C 1.619 4.284 1.005
C -2.175 -5.793 0.218
C 0.018 -3.016 1.138
C -1.090 -2.641 2.417
C 3.048 -0.477 -0.880
C 2.361 -3.536 1.080
C -4.396 -5.103 -0.344
C 2.537 -1.323 -2.013
C 0.886 4.844 -0.024
C -3.948 -3.805 -0.547
C 0.742 -4.978 -0.025
C 0.074 0.069 4.183
C 4.253 0.668 0.575
C 0.307 3.768 -0.698
C -0.491 3.782 -1.977
C -2.608 -3.488 -0.365
C 1.144 0.900 3.904
C -0.309 -4.164 0.373
C 3.560 -2.374 -2.432
C 2.152 -0.447 -3.211
C -2.578 -1.293 3.798
C 4.364 -0.231 -0.470
C 1.346 -2.701 1.480
C 2.049 -4.673 0.333
C -1.588 -1.202 2.634
C -3.510 -6.106 0.025
B -3.400 1.340 0.732
B 2.251 1.883 1.763
H 0.535 -5.854 -0.627
H -1.007 5.165 -3.545
H -2.844 -1.460 -0.654
H -1.483 -6.561 0.543
H 0.800 5.889 -0.267
H -4.636 -3.030 -0.861
H -1.006 5.889 -1.942
H -0.277 -0.239 5.153
H 1.636 -1.837 -1.655
H 1.760 -1.060 -4.024
H 2.847 -5.333 0.014
H -2.001 2.243 -1.511
H -3.421 -1.928 3.525
H 3.387 -3.307 1.335
H -2.964 -0.302 4.020
H 0.528 5.548 -2.761
H -2.130 -0.854 1.757
H 0.032 3.115 -2.672
H -1.900 -3.330 2.206
H -1.439 -2.088 -1.265
H 1.391 0.291 -2.950
H -5.445 -5.332 -0.488
H -3.858 -7.119 0.174
H 3.875 -2.995 -1.591
H 2.246 4.740 1.755
H 1.842 1.400 4.556
H 5.006 1.139 1.188
H 3.037 2.402 2.500
H -2.459 3.386 -2.757
H -2.107 -1.710 4.690
H 3.026 0.092 -3.582
H -0.472 -2.968 3.246
H 4.451 -1.900 -2.851
H -0.726 -2.183 0.978
H -2.465 3.866 -1.053
H 3.142 -3.023 -3.202
H 5.271 -0.642 -0.881
H 1.556 -1.808 2.055
*
```

The calculation puts the HOMO energy at -11.434 eV. The value obtained for the frontier orbital gap is 7.103 eV.

***

Below is C2H4N2S2 in the gas phase, with properties calculated with ωB97M-V/def2-TZVPD.

```
! RIJCOSX wB97M-V def2-TZVPD def2/J DEFGRID3
* xyz 0 1
S 0.609 2.542 0.436
S 1.177 0.090 -1.402
N -0.633 -1.864 -0.308
N -1.156 -1.031 0.516
C 0.405 0.818 -0.210
C -0.746 0.306 0.515
H 1.995 2.786 -0.089
H -0.639 -3.044 -0.093
H -1.508 0.902 1.197
H 0.495 -1.506 -0.562
*
```

The calculation puts the HOMO energy at -8.563 eV. Its energy above the lowest of the compared OMol25 structures with the same formula, charge and spin is 403.9 kJ/mol. The value obtained for the frontier orbital gap is 7.815 eV.

***

Below is C5H8N2 in the gas phase, with properties calculated with ωB97M-V/def2-TZVPD.

```
! RIJCOSX wB97M-V def2-TZVPD def2/J DEFGRID3
* xyz 0 1
N 1.505 1.643 0.355
N -0.860 -0.159 0.914
C -0.235 -0.588 -0.219
C 0.594 1.857 -0.582
C -1.429 1.061 0.665
C -0.225 -2.019 -0.657
C -0.107 0.600 -0.967
H -0.781 -0.600 1.826
H -0.285 0.549 -2.046
H -1.281 1.719 1.554
H 0.524 -2.188 -1.436
H 1.704 0.727 0.767
H 2.065 2.411 0.693
H -1.204 -2.328 -1.048
H 0.016 -2.684 0.182
*
```

The calculation puts the HOMO energy at -7.560 eV. Its energy above the lowest of the compared OMol25 structures with the same formula, charge and spin is 609.2 kJ/mol. The value obtained for the frontier orbital gap is 8.298 eV.

***

Below is 2 unconnected molecules or ions with the total composition CH6NPS, with properties calculated with ωB97M-V/def2-TZVPD.

```
! RIJCOSX wB97M-V def2-TZVPD def2/J DEFGRID3
* xyz 0 1
S 3.297 1.172 -0.042
P 2.754 -0.702 -0.651
N 4.208 1.251 1.181
C -0.736 -1.442 0.548
H -1.069 -2.324 1.144
H -1.567 -0.881 0.661
H 2.043 -0.021 -1.628
H -0.509 -1.827 -0.468
H 4.834 0.508 1.526
H 0.090 -0.738 0.822
*
```

The calculation puts the HOMO energy (spin up / spin down) at -8.634 / -8.619 eV. Its energy above the lowest of the compared OMol25 structures with the same formula, charge and spin is 291.5 kJ/mol. The value obtained for the frontier orbital gap (spin up / spin down) is 7.593 / 7.604 eV.

***

Below is a molecular structure, C12H6Cl3IrO7S6Sb, with properties calculated with ωB97M-V/def2-TZVPD.

```
! RIJCOSX wB97M-V def2-TZVPD def2/J DEFGRID3
* xyz -2 6
Ir -1.225 0.310 -1.371
Sb 2.096 -2.617 -3.576
Cl -5.784 1.938 3.988
Cl -3.396 4.561 -0.081
Cl -3.320 -0.821 0.055
S 2.207 0.498 -1.711
S 3.523 -2.159 -5.376
S -1.005 0.727 -3.835
S -2.267 -0.738 -3.510
S 0.213 -1.381 0.476
S 3.626 -3.577 -2.141
O -0.158 -2.472 1.332
O -0.409 -0.083 0.841
O -0.033 -1.630 -0.970
O 0.929 1.115 -1.264
O 2.050 -0.389 -2.872
O 3.227 1.488 -1.932
O -2.725 1.861 -1.041
C 2.565 -1.792 1.705
C -3.387 1.861 0.072
C 1.977 -1.167 0.615
C 3.930 -1.697 1.917
C 4.717 -0.984 1.032
C -4.875 1.906 2.491
C -4.541 3.093 1.865
C 2.775 -0.447 -0.289
C -3.787 0.695 0.762
C 4.141 -0.363 -0.064
C -3.814 3.059 0.692
C -4.497 0.695 1.944
H 4.739 0.182 -0.779
H 4.379 -2.191 2.770
H 1.930 -2.373 2.358
H -4.749 -0.237 2.430
H -4.839 4.044 2.282
H 5.787 -0.918 1.184
*
```

The calculation puts the HOMO energy (spin up / spin down) at -0.763 / -0.758 eV. Its energy above the lowest of the compared OMol25 structures with the same formula, charge and spin is 164.8 kJ/mol. The value obtained for the frontier orbital gap (spin up / spin down) is 4.317 / 3.139 eV.

***

Listing F_max for the structures above in their given order: 0.1508 0.0657 0.0214 0.1126 0.0091 0.0722 0.0333 Eh/bohr.